Record 1
Here is a 2-piece molecular cluster, C5H6IN overall in a non-equilibrium geometry from the OMol25 dataset. Energies are from the ωB97M-V functional and the def2-TZVPD basis.

CARTESIAN COORDINATES (ANGSTROEM)
C: -0.1100 1.0668 -0.1094
I: 0.3224 0.2286 3.0116
N: -0.0160 -3.7380 0.4805
C: -0.6114 -0.3099 -0.2133
H: -0.7692 2.3355 -1.5566
H: 1.9148 -3.0661 -0.3106
H: -0.8442 2.9610 0.0220
C: 1.0107 -3.3128 0.1727
H: -1.6432 -0.5862 -0.0154
C: -0.2319 2.3777 -0.6904
C: 0.1661 0.2814 0.9108
H: 0.0150 -1.0434 -0.7449
H: 0.7970 2.8055 -0.9572

The value obtained for the orbital gap is 9.0 eV. The spin multiplicity is 1. Its SMILES is CC1=C(I)C1.C#N. The LUMO energy comes out at 0.298 eV.

***

Record 2
Here is C35H45AuFGeN4O2Si as an isolated structure from the OMol25 dataset. Energies are from the ωB97M-V functional and the def2-TZVPD basis.

CARTESIAN COORDINATES (ANGSTROEM)
C: -1.6939 -1.4426 4.3352
C: -1.8188 -1.5228 -4.8548
C: -2.7251 -4.3821 -0.7658
H: -2.2630 -2.3564 4.1494
H: 1.2363 1.1358 2.5244
H: 0.6231 4.5327 4.7369
H: 1.5404 -1.4197 -3.4206
H: -2.5605 -1.4227 -0.5140
C: -2.3307 -1.1437 -1.5443
H: 0.2848 3.0907 3.7643
H: 1.3238 -2.6989 5.0711
H: -2.3893 -0.6796 4.7093
H: 0.4017 -3.0815 0.3603
C: 3.2308 5.0117 -2.3965
H: -0.9458 0.5051 -1.1046
C: 1.4859 4.5008 -0.1726
C: -0.9419 -2.2746 -6.9637
H: 1.8780 0.9867 4.6199
C: -2.0012 -0.4946 2.1281
H: 3.0174 -0.0570 3.7490
H: -2.1051 4.6793 2.4984
H: 4.4862 -2.0532 -0.3874
C: 2.9344 6.0035 -1.4747
C: -0.8424 -5.3670 -1.8657
H: -3.2592 -1.2652 -2.1044
F: 1.4221 2.2490 -0.9385
H: -2.4374 -0.7502 -6.7587
H: -1.4828 -0.2715 1.2009
C: -1.7941 -1.4518 -6.2424
C: 2.6839 3.7504 -2.1922
H: -1.6138 6.0572 3.5021
H: 1.8736 6.5579 0.2816
C: 1.3216 -2.2824 4.0584
C: -3.0933 -5.6296 -0.2750
C: -1.5957 -4.2302 -1.5692
H: 2.2955 -2.5031 3.6045
C: 0.1378 -0.2917 3.2001
C: 3.4584 -2.1126 -0.7238
C: 2.0957 5.7524 -0.3991
H: -2.4914 -0.8759 -4.3034
H: 2.3655 6.6107 2.5459
C: -1.4567 5.5565 2.5414
H: -2.7693 -1.2519 1.9605
H: -1.7713 6.2361 1.7451
C: -1.9159 0.3338 -1.5764
C: 0.8428 4.0268 3.7914
H: -3.9726 -5.7253 0.3503
Au: -0.9851 2.9820 0.4294
H: -0.9578 -1.6413 5.1089
H: 1.0188 7.0814 3.5889
H: 3.3470 6.9984 -1.5964
H: -0.9196 -2.2208 -8.0451
N: 0.2881 0.7788 2.5259
C: 3.1179 -1.6832 -1.9970
C: 1.8716 3.5180 -1.1063
H: 1.9123 3.7955 3.7673
N: 1.0705 -0.8558 4.0792
H: 3.8771 -1.2738 -2.6516
O: -2.7585 2.0134 0.0185
C: 0.8046 -2.2650 -1.5887
C: -0.9931 -2.4115 -4.1664
H: -2.4776 0.4360 2.4528
H: -2.6203 -7.7214 -0.2030
H: 2.7404 -2.9523 1.1141
H: 3.8620 5.2104 -3.2524
C: -2.3354 -6.7487 -0.5847
N: -1.0534 -1.0023 3.1080
H: 0.5563 -3.8070 -6.8538
C: -1.2076 -6.6157 -1.3841
H: 0.5279 -3.9152 -4.3982
Si: 0.3509 5.0898 2.3216
H: 2.8900 2.9279 -2.8655
H: -3.3308 -3.5181 -0.5195
C: 1.2793 6.7189 2.5905
Ge: -1.0408 -2.4529 -2.2063
C: 1.7988 -1.7604 -2.4244
C: -0.1380 -3.2274 -4.9081
C: 1.1605 -2.6883 -0.3087
C: 2.1960 -0.0447 4.4786
C: -0.1133 -3.1652 -6.2939
H: -1.8468 0.6825 -2.6098
H: 2.5824 -0.4166 5.4302
C: -3.0316 1.1543 -0.9007
C: 2.4774 -2.6139 0.1204
H: 0.5535 -2.7851 3.4758
O: -4.1813 0.9083 -1.2571
H: 0.0526 -5.2759 -2.4717
H: 0.9825 7.4882 1.8741
H: -0.6101 -7.4859 -1.6277
N: 0.6145 4.2247 0.8561

The charge is -1. The value obtained for the orbital gap is 6.7 eV. The spin multiplicity is 1. The LUMO energy comes out at 2.390 eV.

***

Record 3
Here is an isolated ion of composition C4H3O4 and charge -1 in a non-equilibrium geometry from the OMol25 dataset. Energies are from the ωB97M-V functional and the def2-TZVPD basis.

CARTESIAN COORDINATES (ANGSTROEM)
O: 0.3678 2.2381 -0.6199
C: 0.1330 0.0668 2.0650
O: 0.3561 1.1955 1.6604
O: 0.1635 -0.4002 3.1801
H: -1.2868 -0.3831 -1.6484
C: 0.2561 1.1781 -0.0402
H: -0.0262 -1.8594 -1.6714
C: -0.2722 -0.7085 -1.4889
O: -0.1145 -0.8603 1.0585
H: 0.3171 -0.3068 -2.3251
C: 0.1059 -0.1604 -0.1702

The charge is -1. The value obtained for the orbital gap is 7.1 eV. The spin multiplicity is 1. Its SMILES is Cc1oc(=O)oc1[O-]. The LUMO energy comes out at 4.015 eV.

***

Which formula does entry 3 have?
C4H3O4